C20H20KO12S2 as an isolated structure. Source: the Open Molecules 2025 dataset; level of theory: ωB97M-V/def2-TZVPD.

```
55
Properties=species:S:1:pos:R:3:forces:R:3
K 2.011 -0.140 -0.446 -0.564 -0.594 0.266
C -4.067 -1.927 -0.859 5.452 -3.020 1.765
C -2.628 -2.384 -0.657 -0.259 1.004 -2.683
C -1.505 -1.136 -0.672 -3.248 0.618 2.053
O -0.354 -1.426 -0.410 1.618 0.019 -0.621
C -2.070 0.226 -0.583 3.394 -3.271 -1.056
C -3.387 0.434 -0.440 -1.741 4.311 1.264
C -4.396 -0.622 -0.639 -4.638 -0.882 -2.211
O -5.642 -0.375 -0.892 1.499 1.332 1.068
O -3.742 1.636 -0.106 -0.389 -1.570 -0.267
O -2.145 -3.520 -0.826 -1.070 1.373 0.843
H -4.706 -2.790 -0.969 -0.671 0.452 -0.137
H -1.402 1.052 -0.389 0.209 0.099 0.121
C 4.339 -5.975 -0.090 -3.616 -0.188 -1.187
C 3.100 -5.209 -0.418 -1.103 0.076 -2.620
C 3.151 -3.761 0.169 -1.086 1.502 -0.089
O 2.278 -2.937 -0.171 1.187 -1.032 0.113
C 4.227 -3.376 1.075 -3.906 -0.166 -1.870
C 5.132 -4.275 1.488 5.188 2.092 3.420
C 5.271 -5.563 0.844 3.109 -3.937 0.017
O 6.233 -6.411 1.039 -1.983 2.565 0.157
O 6.054 -3.881 2.307 -1.524 -1.467 -1.041
O 2.191 -5.534 -1.267 3.533 0.653 3.371
H 4.390 -6.999 -0.430 0.233 0.003 -0.295
H 4.076 -2.429 1.572 0.404 0.104 -0.049
C -0.164 3.088 -3.962 -1.457 0.017 1.919
C 1.075 3.958 -3.997 0.424 1.434 0.951
C 1.296 4.753 -2.634 -0.770 -2.080 1.103
S 0.687 3.539 -1.325 0.506 -2.150 -2.581
O 0.097 4.077 -0.149 0.084 0.904 0.754
O 1.763 2.526 -1.184 -1.214 1.180 -0.285
C -0.650 2.920 -2.416 0.481 -0.081 -2.122
H -0.044 2.150 -4.505 0.292 -0.123 0.473
H -1.000 3.567 -4.471 0.029 0.158 0.046
H 0.923 4.786 -4.690 0.390 -0.372 -0.571
H 1.894 3.296 -4.280 0.437 0.660 0.221
H 0.606 5.579 -2.461 0.108 0.186 -0.507
H 2.306 5.004 -2.308 0.007 0.030 -0.455
H -1.534 3.550 -2.316 0.252 0.159 0.573
H -0.994 1.903 -2.232 0.349 -0.066 0.521
C -2.502 1.773 3.051 0.776 -0.052 2.321
C -2.685 0.270 3.163 -0.190 -1.459 1.607
C -1.290 -0.537 3.115 -1.341 0.681 -2.859
S 0.037 0.715 3.041 -0.240 -1.344 -0.143
O 1.023 0.409 1.947 -1.815 0.969 2.515
O 0.470 0.971 4.406 0.770 -0.219 -0.382
C -1.052 2.052 2.643 -0.234 0.625 -3.078
H -2.562 2.161 4.068 -0.140 0.168 0.265
H -3.402 2.144 2.561 0.946 0.566 -0.984
H -3.530 0.004 2.528 1.120 -0.753 -1.363
H -3.239 0.016 4.067 0.570 0.282 0.846
H -1.327 -0.903 2.089 0.435 0.047 -0.474
H -1.068 -1.485 3.606 -0.111 0.668 1.002
H -0.990 2.041 1.554 -0.234 -0.028 -0.345
H -0.555 2.996 2.864 -0.257 -0.085 0.700
```
Positions in Å, forces in eV/Å.

As for the total charge: -2. The expectation value of S² is 0.783. Its HOMO-LUMO gap (spin up / spin down) is 4.12 / 3.20 eV. For the highest occupied orbital energy (spin up / spin down), the calculation gives -1.0 / -1.0 eV. Its multiplicity is 2.